Record 1
The following is a DFT calculation (wB97M-V/def2-TZVPD) of a molecular structure, C32H37BaI2N3O6Sb2.

Structure (XYZ):
```
83
Properties=species:S:1:pos:R:3:lowdin_charge:R:1
H -2.6195 2.9400 -6.4797 0.11
O -2.3297 1.3531 -0.8160 -0.24
I 3.9301 -3.4537 -1.1819 0.88
C 3.0925 1.3049 3.9230 -0.04
I 6.3675 -2.1072 4.0951 0.89
H 1.4339 2.2318 2.8666 0.11
C -2.9254 -0.8511 -6.0573 -0.07
C -2.1044 1.4645 1.5702 -0.40
N -1.2243 -3.2236 3.3672 -0.07
H 0.0304 3.0758 -5.6922 0.00
C 0.2374 -0.8235 -4.5625 -0.31
C -0.1158 3.7944 -4.8864 -0.34
H 0.4279 0.2479 -4.5320 -0.03
H -2.8709 -0.9660 -8.1962 0.10
C -1.3611 -2.1712 1.1772 -0.14
H -3.0369 -1.9234 -5.9343 0.11
C -2.7744 2.2857 -3.9074 -0.31
H 0.0870 -4.7989 2.8733 0.13
C 4.9426 -2.4148 1.4781 -0.24
H -1.1964 -2.5876 0.1834 0.10
H -3.0470 -2.9535 2.3414 0.12
Ba 0.3250 0.7181 -0.2665 1.72
N -0.0713 -1.7258 1.7145 -0.16
H -2.0287 -3.9356 -3.0576 0.00
C -2.7763 1.3406 -5.0684 -0.27
H 3.0272 1.9595 4.7810 0.11
H -2.6413 1.4956 -8.4707 0.10
C -1.4858 4.5176 -2.0726 -0.32
H -0.8074 -1.8837 4.9476 0.14
C 4.0264 -2.1612 0.4489 -0.67
H -0.6360 5.1266 -1.7665 0.00
H -0.8373 4.5473 -5.2034 0.01
C -2.0201 -3.2196 2.0940 -0.04
C 3.1041 -1.1140 0.4911 -0.53
C -2.8290 0.8904 2.7051 -0.33
H -2.0277 4.1880 -1.1877 0.00
C -2.9266 -0.7061 -3.5730 -0.30
C -0.2271 -1.0318 3.0050 -0.12
Sb -0.9870 -1.4313 -2.9139 1.29
C -2.7072 1.0561 -7.4838 -0.09
C -2.8840 -0.0506 -4.9136 -0.29
C 3.1611 -0.2945 1.6968 -0.18
C 0.1633 -3.7377 3.1047 -0.05
H -3.2853 -0.0644 -2.7712 0.02
C -3.8991 0.2036 0.6321 -0.32
H -0.2493 -1.0734 -5.5043 0.01
H 5.6259 -3.2475 1.3782 0.07
Sb -0.8213 2.7839 -3.1300 1.29
C -1.1704 -1.8224 3.9229 -0.04
C 2.2106 1.4732 2.8431 -0.14
H -1.4612 -3.4398 -4.6671 0.00
C 4.0162 0.3022 3.8691 -0.05
H -0.2980 -4.0007 -3.4465 0.00
O -0.9590 2.0166 1.6321 -0.23
C -2.7698 1.1074 0.3449 -0.38
H 0.7664 -0.9490 3.4480 0.13
O -4.6042 -0.3657 -0.1798 0.09
H 0.7961 -3.4923 1.0173 0.13
H -3.3290 1.9162 -3.0474 0.05
H 1.7760 -2.6114 2.1792 0.12
C -2.8342 -0.3171 -7.3306 -0.09
C -1.2227 -3.4471 -3.6042 -0.33
H 0.8358 4.2791 -4.6711 0.00
N 2.2491 0.7093 1.7758 -0.01
C 4.0807 -0.5514 2.7435 -0.22
H -3.5578 -1.5957 -3.5961 0.07
C 4.9786 -1.6389 2.6028 -0.69
H 4.7059 0.1462 4.6883 0.06
H 0.7242 -3.6165 4.0305 0.14
C 0.7578 -2.9100 1.9383 -0.12
C -2.6887 1.8645 -6.3604 -0.06
H 1.1895 -1.3488 -4.4829 0.01
H -2.1422 5.1094 -2.7098 0.01
O -4.2934 -1.0305 2.6944 0.07
H -3.1992 3.2453 -4.2070 0.07
O -2.5430 0.9684 3.8934 0.06
H -2.0158 -1.3112 1.0710 0.10
H -0.6007 -0.0199 2.8727 0.09
H -1.6891 -3.8263 4.0407 0.19
H -1.9774 -4.2293 1.6864 0.14
H -2.1873 -1.4269 3.9266 0.11
C -3.8218 -0.0659 2.1107 -0.29
O 2.2361 -0.8779 -0.4166 -0.41
```

Computed properties:
Spin multiplicity ... 1
E_LUMO ... -0.019 hartree
HOMO ... -6.993 eV
Maximum force ... 0.4 eV Å⁻¹
Relative energy (zero: lowest compared OMol25 entry of this formula, charge and spin) ... 3.9 kcal per mole
HOMO-LUMO gap ... 6.49 eV
Total charge ... 0

Record 2
The following is a DFT calculation (wB97M-V/def2-TZVPD) of a single C15H20O3 molecule.

Structure (XYZ):
```
38
Properties=species:S:1:pos:R:3:lowdin_charge:R:1
H -2.5043 -2.0978 2.2744 0.09
H 3.5309 -1.3507 2.6295 0.05
C -2.8171 0.8665 -1.0155 -0.08
C 0.9179 1.9703 -0.7530 -0.03
C 0.4700 -2.2078 0.5765 -0.36
H -1.0861 -1.1339 2.7192 0.09
C 2.6913 -0.8580 2.3017 -0.01
C -0.8938 -1.9032 -0.0898 -0.04
H 3.8249 -0.7077 -1.0910 0.06
H 0.9231 3.3150 -3.7455 0.14
C -1.5641 1.5397 -0.3281 -0.22
C -0.5224 2.5867 -2.4841 -0.03
H 1.3886 1.7194 0.2524 0.15
H -1.5199 -2.7395 -0.0370 0.09
H -0.6925 -1.7056 -1.2438 0.16
C 3.7307 -0.3251 -0.1187 -0.06
C -2.0292 -1.1318 2.1075 0.00
H -3.6592 1.5260 -1.1641 0.10
H -2.6384 -0.3263 2.5251 0.08
H -3.7002 -0.1288 0.6992 0.11
C -1.7248 -0.7536 0.6016 -0.48
H -1.9491 2.3698 0.2132 0.14
H 1.7697 -1.3260 2.6608 0.07
C -3.0571 -0.4305 -0.1537 -0.09
H -1.2601 2.6538 -3.2532 0.12
H 4.6089 -0.6045 0.3608 0.06
H -3.4129 -1.2604 -0.7680 0.12
O 1.7281 2.4212 -1.8104 -0.01
C 2.5921 -0.8714 0.7368 -0.22
H -2.5849 0.4372 -2.0025 0.11
H 1.6636 -1.1509 -1.0720 0.11
C -0.3970 1.9672 -1.1952 -0.17
H 3.7012 0.7603 -0.1710 0.08
O -1.0869 0.4875 0.5303 -0.08
O 0.5060 -2.9962 1.5585 0.03
C 1.6425 -1.5644 -0.0571 0.00
C 0.7441 2.7719 -2.7828 -0.13
H 2.6662 0.1817 2.5890 0.08
```

Computed properties:
SMILES ... CC(C)=CC(=O)C[C@]1(C)CC[C@H](c2ccoc2)O1
Spin multiplicity ... 1
E_LUMO ... 0.021 hartree
HOMO ... -8.707 eV
Maximum force ... 4.5 eV Å⁻¹
Relative energy (zero: lowest compared OMol25 entry of this formula, charge and spin) ... 114.2 kcal per mole
HOMO-LUMO gap ... 9.28 eV
Total charge ... 0

Record 3
The following is a DFT calculation (wB97M-V/def2-TZVPD) of a molecular structure, C29H30F2N3Sc.

Structure (XYZ):
```
65
Properties=species:S:1:pos:R:3:lowdin_charge:R:1
C 4.9059 -1.4591 -0.9905 -0.03
H -3.2565 5.3938 3.8764 0.12
H 4.1538 1.9087 -0.6976 0.12
H 0.2685 -2.4504 -1.6974 0.11
H 1.8075 -1.3421 -2.1579 0.12
C -2.2590 4.7721 0.2604 -0.12
H -3.8889 -2.3292 -0.4790 0.12
F -0.3879 0.3148 6.2217 0.10
Sc -0.8808 1.9107 0.9036 1.37
C -0.6182 -4.8449 -1.3199 -0.03
H 6.3729 -0.0260 -2.5986 0.09
H 4.1550 -2.2369 -0.7418 0.10
H -2.8763 -4.8296 0.3669 0.11
C -2.8983 -1.9386 -0.5562 0.07
C -2.3718 -4.1793 -2.9632 -0.02
H -3.0824 -5.8699 -1.0524 0.09
C -3.0782 -4.8415 -0.7247 -0.04
H 0.0595 0.2527 3.6277 0.10
H -1.7249 -3.6812 -3.6311 0.08
C 3.2006 1.3964 -0.7462 0.05
H 3.6739 -2.2347 -3.1453 0.10
C 4.1755 -1.2442 -3.3303 -0.05
H 5.7715 1.1150 -1.2753 0.10
C -1.9501 -4.1430 -1.4916 -0.56
C -1.0217 1.9513 3.0525 -0.17
H 5.1228 -1.5260 -3.8014 0.10
N -1.8391 3.9126 1.1927 -0.03
H -2.3436 -5.2371 -3.2242 0.10
C -2.6820 -0.6175 -0.1449 -0.08
C -1.7067 3.1142 3.5057 -0.14
N 0.8985 1.1900 -0.0939 -0.03
C -0.4818 -0.6837 -0.7606 -0.19
C -2.1890 4.1317 2.5116 -0.18
C 5.5335 0.5762 -2.2488 -0.04
C 1.9133 -0.4423 -1.5332 0.09
H -4.0305 6.9346 2.1513 0.14
C 0.8048 0.0494 -0.7974 -0.17
C -3.0501 5.8737 0.5188 -0.04
C -0.5391 1.0418 3.9924 -0.03
H 5.1882 -0.9088 -0.0946 0.10
H -3.3814 -3.8665 -3.1024 0.09
C -1.7664 3.3097 4.8633 -0.21
H -4.0666 -4.4067 -0.9130 0.09
H -0.7688 -5.8807 -1.6872 0.12
H 5.2523 1.3521 -3.0356 0.12
H -1.9801 4.5849 -0.7904 0.13
C -3.4242 6.0809 1.8225 0.01
N -1.5001 0.0087 -0.1805 -0.01
C 2.0703 1.8093 -0.0711 -0.09
H -0.4202 -4.8175 -0.2972 0.08
C 4.4124 -0.4749 -2.0557 -0.57
H -3.4541 -0.1160 0.3809 0.11
H 3.5702 -0.6812 -4.0114 0.09
H 0.1918 -4.4062 -1.9076 0.08
C -1.7870 -2.6690 -1.0893 -0.08
C -0.7746 1.2553 5.3319 -0.24
C -0.5868 -1.9725 -1.2268 0.07
H 2.1398 2.7384 0.4610 0.12
C 3.1624 0.1893 -1.4692 -0.10
F -2.3271 4.4514 5.3128 0.08
H -1.4444 2.6363 6.8534 0.16
H 5.7519 -2.0191 -1.3818 0.10
C -1.3885 2.3804 5.7990 0.11
C -2.9132 5.2576 2.8592 0.04
H -3.4166 6.4827 -0.3486 0.15
```

Computed properties:
Spin multiplicity ... 1
E_LUMO ... -0.247 hartree
HOMO ... -14.248 eV
Maximum force ... 2.3 eV Å⁻¹
HOMO-LUMO gap ... 7.53 eV
Total charge ... +2

Record 4
The following is a DFT calculation (wB97M-V/def2-TZVPD) of 10 unconnected molecules or ions with the total composition C23H52N2O16.

Structure (XYZ):
```
93
Properties=species:S:1:pos:R:3:lowdin_charge:R:1
C -9.8265 -29.1042 4.0772 -0.02
H -12.2906 -28.1596 10.7523 0.08
H -11.9616 -25.0285 9.1662 0.07
H -10.8719 -28.9901 3.7905 0.09
H -18.0054 -25.4273 4.8703 0.01
O -10.6084 -25.6315 10.6570 -0.10
O -11.7552 -27.6834 6.5042 0.08
C -7.7841 -31.7069 4.0909 -0.54
C -14.8609 -28.1624 7.6567 -0.01
H -15.8330 -30.2625 8.7121 0.14
O -17.7731 -29.6549 8.9880 0.07
H -12.3898 -23.4770 6.2168 0.12
O -11.8712 -22.5697 2.6229 -0.16
H -10.5002 -30.8386 5.1167 0.16
C -12.0495 -24.3350 5.6371 -0.12
H -10.7831 -21.3258 10.0403 0.07
H -10.4914 -32.3656 3.5155 0.13
C -16.7001 -29.8566 8.1910 -0.15
C -15.1206 -21.2443 7.6581 -0.07
H -13.0306 -24.7407 3.8137 0.14
O -8.5581 -32.0331 3.0759 0.08
O -16.9992 -27.6298 8.7929 0.11
H -14.7551 -24.6028 6.4623 0.09
H -15.8283 -24.9748 0.1115 0.08
H -16.8069 -28.2252 6.7193 0.14
H -14.5334 -23.3034 5.2318 0.07
H -11.0339 -24.3353 2.1353 0.08
H -11.4715 -19.9265 9.4532 0.08
C -12.0375 -26.5491 6.0458 -0.54
H -14.8202 -22.4556 2.4008 0.08
H -14.6272 -27.1058 7.5262 0.07
H -9.1825 -28.7379 3.2777 0.10
O -6.6459 -32.2180 4.3071 0.08
C -11.7316 -20.9685 9.6393 -0.13
O -11.9908 -21.7262 8.4348 -0.15
H -17.3900 -21.4614 5.0272 0.07
H -14.5426 -19.4394 5.9793 0.13
O -8.3805 -30.7886 4.8395 0.10
H -10.6431 -23.9583 9.4097 0.07
H -11.9576 -24.0566 10.5830 0.08
H -17.9058 -21.4879 6.7049 0.09
C -15.9092 -22.4399 2.4431 -0.01
O -17.6524 -24.4435 3.3752 -0.02
H -15.4335 -24.6775 4.8578 0.06
O -11.4533 -25.3877 6.3531 0.10
H -14.5126 -24.1688 0.8128 0.08
C -11.5947 -28.5138 9.9918 -0.20
H -9.9396 -25.1275 11.1263 0.08
H -11.4495 -23.8486 4.8681 0.12
H -10.6189 -28.2855 10.4205 0.07
O -15.8738 -19.8437 4.4913 0.02
H -19.0284 -27.4305 5.5546 0.07
C -15.3808 -20.0165 5.5590 -0.35
O -18.6193 -28.0156 10.2986 0.14
N -16.2227 -23.7137 1.8277 -0.18
H -10.9929 -30.3053 9.4799 0.08
H -20.0135 -25.8848 5.6454 0.08
C -14.5468 -24.3776 5.4163 0.01
C -11.1122 -23.3343 1.7110 -0.14
O -18.0870 -25.6159 5.8081 -0.14
C -11.3002 -24.6451 9.9431 -0.18
H -16.8582 -30.3826 7.2495 0.14
H -14.4145 -28.7085 6.8257 0.09
H -10.1227 -22.9097 1.8799 0.08
H -11.5468 -23.2353 0.7163 0.09
N -15.8744 -20.9362 6.4677 -0.18
H -11.7491 -27.9097 9.0977 0.05
C -15.5521 -24.0062 0.5282 -0.03
H -10.3770 -31.0166 2.4020 0.14
H -14.6760 -22.2379 7.6012 0.07
C -9.8894 -31.4964 3.2507 -0.08
C -17.8425 -28.3783 9.4439 -0.58
H -16.8553 -22.7669 6.0496 0.07
H -15.8358 -21.1359 8.4735 0.09
C -16.3842 -28.4158 7.7058 -0.23
O -11.7940 -29.8679 9.7774 -0.11
H -14.3272 -20.5207 7.8453 0.07
C -17.0671 -21.6977 6.0411 -0.03
H -19.4018 -26.6801 7.0634 0.08
H -12.0945 -21.7261 2.2228 0.08
C -19.1655 -26.4559 6.0232 -0.18
H -17.1739 -25.4905 1.6390 0.14
C -17.1024 -24.5984 2.2804 -0.30
H -14.2583 -28.5474 8.4794 0.08
C -13.1792 -24.9495 4.8731 -0.26
O -13.0339 -26.3237 5.2382 0.10
H -11.7849 -21.1764 7.6752 0.07
H -15.6046 -23.2890 -0.2909 0.09
H -9.7133 -28.4783 4.9623 0.08
H -16.2174 -21.6746 1.7308 0.10
H -12.5849 -21.0388 10.3139 0.08
H -16.3675 -22.3518 3.4282 0.06
C -9.7181 -30.5726 4.4055 -0.33
```

Computed properties:
SMILES ... C[C@H]1COC(=O)O1.C[C@H]1COC(=O)O1.C[C@H]1COC(=O)O1.CN(C)C=O.CN(C)C=O.CO.CO.CO.CO.CO
Spin multiplicity ... 1
E_LUMO ... -0.006 hartree
HOMO ... -9.453 eV
Maximum force ... 5.1 eV Å⁻¹
HOMO-LUMO gap ... 9.30 eV
Total charge ... 0